Molecular formula: C15H33N4O2
Method: DFT, the ωB97M-V functional and the def2-TZVPD basis

Last column: Löwdin charge in e.
Atoms and positions in Å:
1 C -4.2264 -1.3966 -0.3058  -0.13
2 O -3.6728 -2.4126 0.4986  -0.19
3 C -2.4224 -2.0176 1.0634  -0.22
4 C -1.2754 -2.3585 0.0358  -0.16
5 C 0.0666 -1.8507 0.6458  -0.13
6 C 0.6325 -0.4682 0.1703  -0.32
7 C 1.8517 -0.7747 -0.8001  -0.10
8 C 1.6061 -1.6289 -2.0902  -0.63
9 N 2.1578 -2.9949 -1.9324  0.07
10 N 0.2658 -1.7840 -2.6006  0.10
11 N 2.4359 -1.0370 -3.1970  0.05
12 C -0.3325 0.4832 -0.5974  -0.05
13 C -0.4296 1.9884 -0.1501  -0.43
14 C -1.8083 2.1956 0.5835  -0.02
15 C -0.5499 2.8393 -1.4752  -0.04
16 N 0.7254 2.5127 0.5790  -0.13
17 O 1.6741 2.9338 -0.1744  -0.01
18 C 1.1698 1.6876 1.7028  -0.45
19 C 2.5713 2.2721 2.1447  -0.05
20 C 0.2812 1.8498 2.9977  -0.04
21 C 1.3696 0.1627 1.4367  -0.06
22 H -3.7794 -1.3336 -1.3190  0.09
23 H -5.2962 -1.6454 -0.4526  0.09
24 H -4.1890 -0.3908 0.1664  0.09
25 H -2.4340 -0.9104 1.1859  0.09
26 H -2.2714 -2.5037 2.0403  0.12
27 H -1.5830 -1.9010 -0.9110  0.07
28 H -1.2633 -3.4620 -0.0285  0.12
29 H -0.0556 -1.9426 1.7472  0.11
30 H 0.8356 -2.6155 0.4056  0.10
31 H 2.6114 -1.3164 -0.1971  0.11
32 H 2.3323 0.1973 -1.0479  0.12
33 H 3.0768 -2.9641 -1.5168  0.07
34 H 1.5173 -3.5825 -1.4154  0.06
35 H 0.1348 -2.6831 -3.0403  0.09
36 H 0.0383 -1.0476 -3.2538  0.08
37 H 2.0511 -0.1008 -3.3246  0.06
38 H 3.3907 -0.9007 -2.8701  0.07
39 H 0.0131 0.5234 -1.6516  0.10
40 H -1.3806 0.1365 -0.6741  0.11
41 H -2.5526 2.7001 -0.0558  0.08
42 H -1.6836 2.8329 1.4829  0.08
43 H -2.2151 1.2387 0.9648  0.06
44 H -0.5883 3.9177 -1.2376  0.09
45 H -1.5495 2.5971 -1.8964  0.08
46 H 0.2244 2.5792 -2.2094  0.08
47 H 3.3754 2.0070 1.4429  0.08
48 H 2.8282 1.7914 3.1120  0.08
49 H 2.4790 3.3627 2.2961  0.09
50 H 0.8921 1.4821 3.8434  0.08
51 H -0.6046 1.1837 2.9561  0.08
52 H 0.0107 2.9041 3.1705  0.09
53 H 2.4660 -0.0015 1.3788  0.11
54 H 1.0785 -0.3537 2.3739  0.11

Cartesian forces, eV/Å:
C -0.94 0.06 -0.45
O 0.14 0.50 0.56
C 0.52 0.20 -1.48
C -0.76 0.23 1.90
C -0.39 -0.88 -0.79
C 1.46 -0.50 0.55
C -0.66 0.32 0.64
C 1.87 -0.64 -1.12
N -0.73 0.48 -0.46
N -0.41 0.42 0.92
N -0.51 0.04 0.39
C 0.29 0.48 -0.34
C -2.05 0.64 -1.76
C 0.61 0.24 1.27
C -0.83 -0.44 0.50
N 0.17 -1.55 -0.46
O -0.06 0.26 0.04
C 1.59 0.48 2.61
C -0.53 -0.52 0.31
C 0.00 -0.48 -0.68
C -0.32 0.43 -0.25
H 0.07 -0.04 0.46
H 0.55 0.10 0.08
H 0.13 -0.51 -0.10
H 0.07 -0.54 0.33
H -0.17 0.06 -0.40
H 0.56 -0.38 0.18
H 0.03 0.50 -0.33
H 0.14 0.47 -0.55
H -0.31 0.49 0.22
H -0.43 0.21 -0.38
H -0.46 -0.43 -0.01
H -0.10 -0.19 0.23
H 0.24 0.00 0.29
H 0.33 0.05 -0.22
H -0.04 -0.13 -0.07
H 0.32 0.04 -0.14
H -0.05 0.04 -0.03
H -0.14 -0.15 0.66
H 0.65 -0.09 0.24
H 0.38 -0.43 0.18
H -0.07 -0.20 -0.54
H 0.12 0.52 -0.31
H 0.35 -0.47 -0.17
H 0.66 -0.01 0.01
H -0.17 0.40 0.36
H -0.40 0.43 0.08
H -0.12 0.33 -0.49
H 0.28 -0.51 -0.15
H -0.36 0.28 -0.38
H 0.23 0.64 -0.01
H -0.02 -0.46 -0.03
H -0.67 -0.02 -0.28
H -0.06 0.22 -0.62

The calculated total energy is -960.69873 Ha. For the frontier orbital gap (alpha / beta), the calculation gives 9.094 / 9.457 eV. The spin multiplicity is 2. As for the LUMO energy (alpha / beta): 0.023 / 0.009 hartree.

---

Molecular formula: C15H33O6V
Method: DFT, the ωB97M-V functional and the def2-TZVPD basis

Last column: Löwdin charge in e.
Atoms and positions in Å:
1 V 13.3727 15.6724 27.6305  1.17
2 C 15.9791 12.6976 29.6783  -0.09
3 C 15.1536 13.9804 29.9074  -0.42
4 O 14.8336 14.5764 28.7009  -0.34
5 H 15.6725 12.1157 30.5475  0.06
6 H 17.0219 12.9995 29.5806  0.06
7 H 15.6133 12.0784 28.8592  0.06
8 H 15.5158 14.6372 30.6983  0.10
9 H 14.2374 13.5538 30.3156  0.08
10 C 15.4382 19.2482 29.3278  -0.10
11 C 14.2032 18.9344 28.4770  -0.40
12 O 14.0727 17.6203 27.9759  -0.36
13 H 16.3855 19.0555 28.8244  0.06
14 H 15.4947 18.5770 30.1849  0.06
15 H 15.4281 20.2957 29.6289  0.06
16 H 14.1696 19.6826 27.6851  0.09
17 H 13.3475 19.2120 29.0924  0.09
18 C 12.2216 11.4114 26.7400  -0.08
19 C 11.5859 12.8081 26.4833  -0.39
20 O 12.2449 13.9550 27.0312  -0.40
21 H 11.4659 10.6467 26.5607  0.06
22 H 12.6904 11.3729 27.7233  0.06
23 H 13.0474 11.1152 26.0932  0.06
24 H 10.5324 12.7872 26.7624  0.08
25 H 11.4776 13.0627 25.4290  0.08
26 C 11.0755 16.0079 31.4910  0.01
27 C 11.1151 15.8474 30.0083  -0.40
28 O 12.0782 16.1919 29.3336  -0.01
29 C 9.9038 15.3984 29.2070  0.00
30 H 12.0245 16.1219 32.0149  0.10
31 H 10.5166 15.1526 31.8708  0.09
32 H 10.4325 16.8776 31.6262  0.10
33 H 10.1291 15.1920 28.1607  0.05
34 H 9.0700 16.0920 29.3156  0.09
35 H 9.4988 14.4644 29.5967  0.09
36 C 15.9109 16.6720 24.1205  0.01
37 C 14.5871 16.0282 24.5557  -0.34
38 O 14.3337 15.7806 25.7628  -0.05
39 C 13.7236 15.4225 23.4233  0.02
40 H 15.9818 17.5287 24.7908  0.09
41 H 15.7515 17.0184 23.0994  0.07
42 H 16.8044 16.0491 24.1640  0.10
43 H 13.4714 14.3987 23.6996  0.10
44 H 14.2334 15.7397 22.5136  0.08
45 H 12.6823 15.7380 23.4901  0.07
46 C 11.0840 18.3857 24.4495  0.00
47 C 10.9792 17.2052 25.4070  -0.49
48 O 11.8689 16.8981 26.1491  0.04
49 C 9.7392 16.4532 25.4089  -0.01
50 H 10.3944 18.3768 23.6054  0.08
51 H 12.1143 18.5392 24.1285  0.08
52 H 10.7856 19.3269 24.9111  0.09
53 H 9.6523 15.8916 24.4788  0.10
54 H 8.9273 17.1190 25.7017  0.10
55 H 9.6966 15.6302 26.1223  0.07

Cartesian forces, eV/Å:
V 1.33 -0.55 1.75
C -0.42 0.93 0.76
C -1.89 -1.25 -1.24
O -1.30 2.21 -1.95
H 1.16 -0.34 0.42
H 0.15 -0.78 0.09
H 0.08 0.59 -0.40
H 0.65 0.25 -0.15
H -0.67 0.15 0.47
C 0.30 -0.92 -0.20
C -0.37 -0.83 0.03
O -0.07 -1.12 -0.41
H -0.06 0.11 -0.46
H -0.28 0.19 0.30
H -0.09 -0.01 0.17
H 0.11 -0.02 -0.64
H -0.44 -0.15 0.35
C 0.20 0.73 -0.34
C 1.02 1.59 -0.12
O 0.43 0.60 0.86
H -0.11 -0.09 0.48
H -0.59 -0.06 0.31
H 0.06 0.56 -0.44
H -0.25 -0.14 0.82
H 0.29 -0.68 -0.73
C -0.74 -0.43 -0.25
C 0.50 0.45 -2.16
O 0.53 -0.58 0.80
C -0.49 -0.79 0.81
H -0.03 0.06 -0.48
H 0.04 0.03 0.31
H 0.01 0.18 0.36
H 0.40 0.38 0.20
H 0.11 0.32 -0.05
H 0.07 -0.16 0.25
C -1.67 0.69 0.35
C -0.13 -2.70 2.32
O 0.98 1.03 -3.23
C -0.04 1.24 1.70
H 0.56 0.06 -0.03
H 0.36 0.12 0.01
H -0.33 -0.20 0.27
H 1.14 -0.54 -0.54
H -0.64 -0.98 -0.33
H 0.02 1.03 -0.23
C 0.06 0.41 -0.04
C 0.25 0.69 -0.29
O 1.39 0.17 0.54
C -1.41 -1.45 0.45
H 0.16 -0.66 -0.16
H -0.05 -0.17 -0.04
H 0.11 -0.07 0.68
H -0.62 0.68 -0.49
H -0.40 -0.02 -0.81
H 0.62 0.26 0.37

The calculated total energy is -1986.66624 Ha. For the frontier orbital gap (alpha / beta), the calculation gives 7.745 / 7.840 eV. The spin multiplicity is 3. As for the LUMO energy (alpha / beta): 0.013 / 0.011 hartree.

---

Relative energy (zero: lowest compared OMol25 entry of this formula, charge and spin) readings, ordered: 24.65 50.57 kcal per mole
Molar mass readings, ordered: 301.45 360.37 g mol⁻¹